A structure of composition C40H33ClN4O7PRbSSe2, computed with the ωB97M-V functional and the def2-TZVPD basis.

Positions of all 90 atoms, in Å:
Rb (0.0383, 0.0708, 1.3764)
Se (-0.8676, 0.4257, -2.2856)
P (0.2250, 1.5085, -3.7716)
Se (1.2339, 3.3312, -3.2524)
C (-0.8889, 1.8405, -5.2083)
C (-0.5039, 2.7508, -6.1892)
C (-1.3182, 2.9881, -7.2867)
C (-2.5307, 2.3213, -7.4125)
C (-2.9210, 1.4172, -6.4354)
C (-2.1032, 1.1770, -5.3381)
C (1.4334, 0.3704, -4.5894)
C (2.6366, 0.8449, -5.0992)
C (3.5204, -0.0185, -5.7343)
C (3.2099, -1.3647, -5.8629)
C (2.0129, -1.8457, -5.3474)
C (1.1308, -0.9833, -4.7127)
H (0.4287, 3.2887, -6.0660)
H (-1.0101, 3.7027, -8.0410)
H (-3.1714, 2.5124, -8.2656)
H (-3.8697, 0.9002, -6.5204)
H (-2.4044, 0.4889, -4.5569)
H (2.8810, 1.8920, -4.9661)
H (4.4607, 0.3617, -6.1159)
H (3.9038, -2.0406, -6.3493)
H (1.7714, -2.8990, -5.4265)
H (0.2111, -1.3551, -4.2761)
O (-6.5185, -2.0015, 2.1910)
C (-6.2786, -0.7117, 2.4504)
O (-6.9355, -0.0899, 3.2449)
C (-5.1751, -0.0920, 1.6610)
C (-5.2911, 0.9297, 0.7535)
Cl (-6.6886, 1.8042, 0.2963)
N (-4.0508, 1.2439, 0.3111)
N (-3.1249, 0.4390, 0.8773)
C (-3.7934, -0.3685, 1.6820)
C (-3.1557, -1.5538, 2.3806)
O (-3.9404, -2.5287, 2.4991)
O (-1.9651, -1.4485, 2.7159)
C (-3.6390, 2.2155, -0.6497)
C (-4.2504, 2.2829, -1.8909)
C (-3.7571, 3.1693, -2.8369)
C (-2.6493, 3.9542, -2.5513)
C (-2.0456, 3.8716, -1.3048)
C (-2.5463, 3.0101, -0.3440)
H (-5.6396, -2.3884, 1.9566)
H (-5.0726, 1.6208, -2.1274)
H (-4.2078, 3.2050, -3.8209)
H (-2.2218, 4.5932, -3.3135)
H (-1.1471, 4.4369, -1.0967)
H (-2.0461, 2.9029, 0.6085)
O (4.7717, 0.5684, 2.6606)
C (3.6938, 0.5216, 2.0420)
O (2.5462, 0.8519, 2.4164)
C (3.7910, -0.0303, 0.5958)
C (4.9976, -0.5518, 0.1330)
C (5.0658, -1.0555, -1.1538)
C (3.9269, -1.0276, -1.9476)
C (2.7690, -0.4939, -1.4052)
N (2.6973, -0.0016, -0.1686)
H (5.8420, -0.5361, 0.8076)
H (5.9949, -1.4640, -1.5375)
H (3.9232, -1.4003, -2.9647)
H (1.8470, -0.4655, -1.9741)
C (0.8880, -4.3522, 1.1850)
C (-0.6065, -4.0287, 1.1621)
C (-0.6998, -3.1392, -0.0677)
O (0.5280, -2.4034, -0.1088)
C (1.5065, -3.0361, 0.7207)
H (1.1185, -5.1501, 0.4731)
H (1.2523, -4.6536, 2.1672)
H (-0.9066, -3.4610, 2.0442)
H (-1.2421, -4.9112, 1.0879)
H (-1.5254, -2.4269, -0.0281)
H (-0.7891, -3.7298, -0.9881)
H (1.7391, -2.3822, 1.5694)
H (2.4257, -3.1637, 0.1443)
S (2.7464, 4.1563, 0.9041)
C (1.4718, 3.0289, 0.5676)
N (0.4253, 3.1108, 1.3134)
C (0.5751, 4.1145, 2.2542)
C (-0.3652, 4.4518, 3.2281)
C (-0.0751, 5.4715, 4.1111)
C (1.1422, 6.1606, 4.0385)
C (2.0841, 5.8366, 3.0815)
C (1.7925, 4.8082, 2.1890)
H (1.6025, 2.3035, -0.2259)
H (-1.2964, 3.9022, 3.2796)
H (-0.7932, 5.7380, 4.8765)
H (1.3520, 6.9521, 4.7474)
H (3.0299, 6.3609, 3.0337)

* ΔE to the lowest compared entry with this formula, charge and spin: 5.08 kcal/mol
* net charge: -2
* calculated total energy: -226310.7355 eV
* orbital gap: 6.6270 eV
* E_LUMO: 0.1360 Eh

A structure of composition F5HN3OP3 in a non-equilibrium geometry, computed with the ωB97M-V functional and the def2-TZVPD basis.

Positions of all 13 atoms, in Å:
N (-0.6584, -1.3769, -0.7830)
N (1.4582, 0.0000, 0.4993)
N (-0.8421, 1.3922, -0.4879)
O (1.5094, -2.5623, -0.0266)
F (-0.4748, 0.5131, 1.8177)
F (-2.1368, 0.0805, -2.2563)
F (-2.8587, -0.3175, -0.0746)
F (1.4303, 2.1893, -0.4378)
F (0.6341, 2.4453, 1.6173)
P (0.7612, -1.2163, -0.1414)
P (-1.5138, 0.0230, -0.8230)
P (0.4190, 1.3365, 0.5368)
H (2.2724, -2.5069, 0.5594)

* ΔE to the lowest compared entry with this formula, charge and spin: 0.00 kcal/mol
* calculated total energy: -47994.4445 eV
* orbital gap: 10.3330 eV
* E_LUMO: -0.0348 Eh

A cluster of 2 separate species, C2H10NO in total in a non-equilibrium geometry, computed with the ωB97M-V functional and the def2-TZVPD basis.

Positions of all 14 atoms, in Å:
C (1.0485, 1.6400, -0.6511)
C (0.3681, 0.2777, -0.4719)
N (-0.4345, 0.2344, 0.8001)
H (2.0973, 1.5463, -0.6456)
H (0.7085, 2.1033, -1.5674)
H (0.8485, 2.3109, 0.1814)
H (-0.3245, 0.0574, -1.2645)
H (1.0818, -0.5347, -0.5032)
H (-1.1627, -0.5082, 0.7793)
H (-0.9058, 1.1252, 0.9204)
H (0.1446, -0.0699, 1.5710)
H (-0.9391, -2.6217, -0.4897)
H (-1.4529, -3.1590, 0.9065)
O (-1.0778, -2.4018, 0.4346)

* ΔE to the lowest compared entry with this formula, charge and spin: 6.69 kcal/mol
* net charge: +1
* calculated total energy: -5767.3921 eV
* orbital gap: 13.1236 eV
* E_LUMO: -0.1243 Eh

A structure of composition C42H59ClN2NiP2, computed with the ωB97M-V functional and the def2-TZVPD basis.

Positions of all 107 atoms, in Å:
Ni (-0.7253, -0.0863, 0.0650)
Cl (-1.1043, 2.2265, -0.3208)
C (-2.7888, 2.5538, 0.1041)
C (-3.1371, 3.8258, 0.4940)
C (-4.4784, 4.0520, 0.7887)
C (-5.4063, 3.0274, 0.6759)
C (-5.0129, 1.7588, 0.2669)
C (-3.6756, 1.5057, -0.0220)
P (-3.0163, -0.0724, -0.6130)
C (-2.8775, 0.1297, -2.4088)
C (-3.2851, 1.2942, -3.0527)
C (-3.1169, 1.4228, -4.4246)
C (-2.5480, 0.3933, -5.1585)
C (-2.1454, -0.7750, -4.5232)
C (-2.3040, -0.9034, -3.1536)
C (-4.3610, -1.2278, -0.2798)
C (-4.6968, -1.4867, 1.0518)
C (-5.7574, -2.3230, 1.3478)
C (-6.4850, -2.9088, 0.3168)
C (-6.1583, -2.6495, -1.0041)
C (-5.0983, -1.8040, -1.3094)
H (-2.4018, 4.6132, 0.5696)
H (-4.7909, 5.0361, 1.1070)
H (-6.4455, 3.2153, 0.9041)
H (-5.7446, 0.9681, 0.1724)
H (-3.7403, 2.1024, -2.4952)
H (-3.4388, 2.3279, -4.9198)
H (-2.4239, 0.4971, -6.2274)
H (-1.7163, -1.5859, -5.0955)
H (-2.0061, -1.8275, -2.6729)
H (-4.1391, -1.0220, 1.8583)
H (-6.0218, -2.5176, 2.3776)
H (-7.3132, -3.5639, 0.5478)
H (-6.7317, -3.0976, -1.8028)
H (-4.8582, -1.5962, -2.3429)
C (0.4437, -2.4992, -0.8744)
C (0.8823, -3.9636, -0.6271)
N (0.0933, -4.5642, 0.4388)
C (-1.3114, -4.3989, 0.1107)
C (-1.6998, -2.9024, 0.1348)
N (-0.4785, -2.0479, 0.2132)
C (0.1542, -2.3498, 1.5298)
C (0.3617, -3.8747, 1.6909)
H (-0.0919, -2.3885, -1.8172)
H (1.2946, -1.8250, -0.8937)
H (1.9344, -4.0115, -0.3467)
H (0.7610, -4.5532, -1.5353)
H (-1.9223, -4.9572, 0.8197)
H (-1.4836, -4.8239, -0.8789)
H (-2.3106, -2.6636, 1.0038)
H (-2.2663, -2.6382, -0.7525)
H (-0.4862, -1.9385, 2.3121)
H (1.0956, -1.8200, 1.5479)
H (-0.3042, -4.2796, 2.4532)
H (1.3851, -4.0837, 2.0049)
C (5.4043, -1.4236, 1.8332)
C (5.0040, -1.7062, 0.3789)
C (3.5135, -1.4255, 0.1349)
C (3.0731, -0.2291, 0.9856)
C (3.1079, -0.6180, 2.4854)
C (4.2198, -1.6445, 2.7659)
P (1.5537, 0.6954, 0.4669)
C (1.9354, 1.5441, -1.1343)
C (1.4925, 0.7278, -2.3604)
C (1.9512, 1.4394, -3.6286)
C (3.4840, 1.3905, -3.7409)
C (4.1603, 1.3178, -2.3653)
C (3.3744, 2.0972, -1.3151)
C (1.4307, 2.0805, 1.6901)
C (2.7414, 2.7959, 2.0904)
C (2.5337, 3.6246, 3.3715)
C (1.1046, 4.1444, 3.4629)
C (0.1169, 2.9817, 3.6379)
C (0.6019, 1.7074, 2.9260)
H (5.7524, -0.3921, 1.9400)
H (6.2446, -2.0544, 2.1190)
H (5.2062, -2.7498, 0.1323)
H (5.6083, -1.1037, -0.3019)
H (2.9319, -2.3036, 0.4230)
H (3.3428, -1.2633, -0.9308)
H (3.8353, 0.5428, 0.8344)
H (2.1489, -1.0153, 2.8187)
H (3.2805, 0.2685, 3.0926)
H (3.8407, -2.6633, 2.6439)
H (4.5284, -1.5576, 3.8073)
H (1.2661, 2.4111, -1.0897)
H (0.4009, 0.6013, -2.3558)
H (1.9280, -0.2743, -2.3444)
H (1.6012, 2.4750, -3.5925)
H (1.4904, 0.9896, -4.5082)
H (3.8370, 2.2688, -4.2820)
H (3.7822, 0.5244, -4.3338)
H (5.1740, 1.7141, -2.4270)
H (4.2658, 0.2771, -2.0483)
H (3.3006, 3.1384, -1.6368)
H (3.9199, 2.1227, -0.3732)
H (0.8542, 2.8303, 1.1484)
H (3.0488, 3.4543, 1.2764)
H (3.5599, 2.0980, 2.2489)
H (3.2463, 4.4489, 3.3844)
H (2.7536, 3.0148, 4.2517)
H (0.8727, 4.7124, 2.5564)
H (1.0028, 4.8457, 4.2902)
H (-0.8680, 3.2687, 3.2609)
H (-0.0116, 2.7647, 4.6992)
H (-0.2569, 1.0803, 2.6525)
H (1.2088, 1.1067, 3.6042)

* ΔE to the lowest compared entry with this formula, charge and spin: 0.00 kcal/mol
* net charge: +2
* calculated total energy: -119622.6765 eV
* orbital gap (alpha / beta): 7.0163 / 7.2766 eV
* E_LUMO (alpha / beta): -0.2454 / -0.2369 Eh

Among the records above, which one has the lowest calculated total energy? C40H33ClN4O7PRbSSe2